{
  "formula": "C29H34As3Cl5N4O4SeTi",
  "method": "wB97M-V/def2-TZVPD",
  "symbols": ["Ti", "O", "C", "C", "C", "C", "C", "C", "C", "O", "N", "O", "O", "H", "H", "H", "H", "Cl", "C", "C", "C", "Cl", "C", "Cl", "C", "Cl", "C", "Cl", "C", "As", "C", "C", "C", "C", "C", "As", "C", "C", "C", "As", "C", "C", "H", "H", "H", "H", "H", "H", "H", "H", "H", "H", "H", "H", "H", "H", "H", "H", "H", "H", "H", "H", "H", "H", "H", "H", "H", "H", "H", "Se", "N", "C", "C", "C", "C", "N", "C", "N", "H", "H", "H"],
  "positions_angstrom": [[0.3678, 0.3431, -0.1442], [2.5544, 0.2560, 0.3830], [3.4459, 0.8769, -0.1689], [3.2390, 2.0734, -0.9644], [4.3408, 2.7105, -1.5266], [4.1490, 3.8424, -2.2626], [2.8823, 4.3784, -2.4592], [1.7842, 3.7566, -1.8997], [1.9563, 2.5962, -1.1546], [0.8973, 1.9759, -0.6032], [5.3297, 4.5074, -2.8687], [6.4140, 4.0022, -2.6602], [5.1244, 5.4965, -3.5395], [4.4742, 0.5168, -0.0571], [5.3420, 2.3194, -1.3849], [2.7750, 5.2771, -3.0512], [0.7872, 4.1443, -2.0598], [-2.4287, -1.0601, 0.7581], [-2.3280, -0.7479, -0.9557], [-1.3227, 0.1033, -1.4181], [-1.3806, 0.3727, -2.7955], [-0.2349, 1.4573, -3.5325], [-2.3132, -0.2152, -3.6428], [-2.2979, 0.1204, -5.3229], [-3.2574, -1.1026, -3.1266], [-4.3875, -1.8650, -4.1603], [-3.2768, -1.3587, -1.7660], [-4.4406, -2.4213, -1.0906], [-1.7063, 3.6301, -0.0405], [-1.3605, 2.0967, 1.0932], [-3.0456, 2.1164, 2.0418], [-0.0601, 2.9532, 2.3042], [0.1822, 2.3415, 3.7070], [1.6574, 2.5888, 4.0535], [-0.1341, 0.8420, 3.7559], [0.5970, -0.3960, 2.4281], [-0.2853, -1.9598, 3.1609], [2.3616, -0.8083, 3.1029], [-0.7468, 3.0730, 4.7036], [-1.0385, 2.6352, 6.6170], [-2.0440, 0.9535, 6.4811], [0.6548, 1.8688, 7.2402], [-2.1571, 4.4147, 0.5577], [-2.3810, 3.3506, -0.8471], [-0.7760, 3.9881, -0.4648], [-3.1482, 3.0818, 2.5242], [-3.1292, 1.3152, 2.7699], [-3.8292, 1.9951, 1.2991], [-0.3193, 4.0058, 2.3948], [0.8628, 2.9117, 1.7291], [2.3110, 2.1547, 3.2925], [1.9256, 2.1541, 5.0153], [1.8663, 3.6621, 4.0944], [-1.2121, 0.6937, 3.6735], [0.1657, 0.4399, 4.7193], [-0.1555, -1.9172, 4.2377], [0.1970, -2.8543, 2.7770], [-1.3425, -1.9899, 2.9231], [2.2882, -0.9677, 4.1729], [3.0736, -0.0213, 2.8873], [2.6938, -1.7218, 2.6167], [-1.7693, 3.0526, 4.3182], [-0.4607, 4.1279, 4.7173], [-2.8803, 1.0725, 5.7890], [-2.4578, 0.7439, 7.4677], [-1.4353, 0.1027, 6.1754], [1.4555, 2.6045, 7.1755], [0.9432, 0.9582, 6.7126], [0.5110, 1.6250, 8.2931], [2.3742, -0.7155, -3.1125], [2.3338, -2.5006, -3.1831], [1.5650, -2.9381, -2.1721], [1.2116, -4.2608, -1.8613], [0.3821, -4.4742, -0.7670], [-0.0583, -3.4174, 0.0212], [0.2830, -2.1378, -0.2275], [1.0251, -1.9346, -1.3100], [1.2936, -0.6547, -1.6347], [1.5723, -5.0801, -2.4714], [0.0679, -5.4769, -0.5061], [-0.7055, -3.5930, 0.8700]],
  "mulliken_charge": [-2.470, -0.403, -0.739, 1.089, -0.442, -0.798, -0.662, -0.654, 0.191, 1.642, 1.016, -0.599, -0.599, 0.333, 0.607, 0.566, 0.486, -0.233, 1.633, -1.271, 0.744, -0.203, -0.204, -0.179, 0.653, -0.166, -0.187, -0.185, -1.207, 1.283, -1.464, -1.751, 2.999, -1.781, -2.140, 2.009, -1.608, -1.516, -1.789, 0.299, -0.965, -1.070, 0.485, 0.403, 0.113, 0.498, 0.285, 0.519, 0.572, 0.242, 0.216, 0.313, 0.422, 0.236, 0.478, 0.534, 0.491, 0.373, 0.487, 0.325, 0.495, 0.214, 0.550, 0.270, 0.457, 0.164, 0.320, 0.254, 0.409, 0.194, -0.866, 0.247, -0.690, -1.202, -0.304, 0.470, 1.056, 0.210, 0.492, 0.441, 0.562],
  "s_squared": 0.78,
  "homo_ev": [-9.178, -10.974],
  "orbital_gap_ev": [5.24, 6.92],
  "max_force_ev_per_a": 1.5,
  "spin_multiplicity": 2,
  "e_lumo_ha": [-0.1448, -0.1489],
  "charge": 1,
  "e_above_lowest_kcal_mol": 35.83,
  "energy_ev": -378356.2882
}


{
  "formula": "C29H34CrF6N9O7S2",
  "method": "wB97M-V/def2-TZVPD",
  "symbols": ["Cr", "F", "C", "F", "F", "S", "O", "O", "N", "S", "O", "O", "C", "F", "F", "F", "N", "C", "N", "C", "C", "O", "C", "C", "H", "H", "H", "H", "H", "H", "H", "H", "C", "N", "C", "C", "C", "N", "C", "O", "N", "H", "H", "H", "H", "H", "H", "H", "N", "C", "C", "C", "C", "C", "C", "C", "H", "H", "H", "H", "H", "C", "C", "N", "C", "C", "C", "O", "C", "C", "C", "C", "N", "C", "H", "H", "H", "H", "H", "H", "H", "H", "H", "H", "H", "H", "H", "H"],
  "positions_angstrom": [[-0.6778, -0.5135, 0.0368], [-1.4647, 4.1663, -1.0523], [-0.3438, 4.0171, -0.3488], [0.2940, 5.1801, -0.3128], [0.4441, 3.1455, -0.9849], [-0.7120, 3.4288, 1.4074], [0.0957, 2.2502, 1.5527], [-0.4131, 4.5298, 2.2556], [-2.2742, 3.0940, 1.4109], [-2.6953, 1.7791, 0.6564], [-3.2986, 0.7934, 1.4950], [-1.6722, 1.2903, -0.2738], [-4.0860, 2.3150, -0.4857], [-4.6409, 3.4431, -0.0809], [-5.0100, 1.3479, -0.4759], [-3.6416, 2.4516, -1.7274], [-0.7729, -0.5972, 2.6299], [-0.5226, 0.1501, 3.4838], [-0.1797, 0.9502, 4.4556], [0.7790, 0.4603, 5.4558], [-0.0118, -0.1467, 6.6095], [-0.8867, 0.8155, 7.1607], [-1.8214, 1.3109, 6.2167], [-1.1255, 1.9305, 5.0066], [1.3494, 1.3177, 5.8148], [1.4517, -0.2668, 5.0030], [0.6466, -0.4737, 7.4126], [-0.5821, -1.0111, 6.2381], [-2.4125, 2.0597, 6.7400], [-2.4789, 0.4969, 5.8796], [-0.5537, 2.8095, 5.3043], [-1.8449, 2.2219, 4.2444], [-4.6467, -1.2099, -3.1470], [-4.2329, -1.5456, -1.7879], [-5.1085, -2.0969, -0.9196], [-4.7452, -2.4411, 0.3325], [-3.4065, -2.1725, 0.7394], [-2.5598, -1.5625, -0.1012], [-2.9400, -1.2487, -1.3756], [-2.1309, -0.7327, -2.1420], [-2.9740, -2.5803, 1.9316], [-4.8205, -2.1177, -3.7240], [-3.8573, -0.6307, -3.6123], [-5.5611, -0.6192, -3.1202], [-6.1123, -2.2537, -1.2906], [-5.4480, -2.8834, 1.0210], [-3.6578, -2.8911, 2.6002], [-2.1526, -2.1088, 2.3009], [0.0730, -2.2374, 0.0401], [0.4525, -3.3108, -0.1087], [0.9299, -4.6297, -0.2747], [2.1365, -4.8591, -0.9469], [2.5946, -6.1541, -1.0872], [1.8610, -7.2141, -0.5695], [0.6573, -6.9876, 0.0872], [0.1856, -5.6994, 0.2387], [2.6906, -4.0227, -1.3518], [3.5265, -6.3433, -1.6016], [2.2284, -8.2256, -0.6781], [0.0924, -7.8223, 0.4785], [-0.7491, -5.4994, 0.7458], [1.6160, 3.1587, -4.1776], [2.7961, 3.2873, -3.2174], [3.8320, 2.2902, -3.4607], [4.7448, 2.4792, -4.5909], [4.4668, 1.5583, -5.7752], [3.9601, 1.1667, -2.7323], [4.7549, 0.2715, -2.9780], [3.1639, 1.0211, -1.4511], [3.8570, 1.2373, -0.2623], [3.3025, 0.8054, 0.9284], [2.0640, 0.1943, 0.8979], [1.3446, 0.0737, -0.2223], [1.9036, 0.4602, -1.3743], [0.8398, 3.8746, -3.9062], [1.1998, 2.1514, -4.1328], [1.9250, 3.3619, -5.2028], [2.4507, 3.1802, -2.1917], [3.2464, 4.2768, -3.3160], [5.7586, 2.2957, -4.2307], [4.6691, 3.5228, -4.8950], [4.6108, 0.5229, -5.4771], [5.1650, 1.7900, -6.5797], [3.4524, 1.6875, -6.1529], [4.8314, 1.7081, -0.2885], [3.8296, 0.9164, 1.8652], [1.6387, -0.2393, 1.7898], [1.3140, 0.3014, -2.2704]],
  "mulliken_charge": [1.704, -0.239, 0.449, -0.246, -0.086, 1.130, -0.459, -0.719, -0.680, 1.379, -0.651, -0.541, 0.345, -0.205, -0.207, -0.213, -0.362, 0.060, 0.096, -0.602, -0.501, -0.395, -0.631, -0.290, 0.367, 0.426, 0.401, 0.259, 0.405, 0.294, 0.300, 0.249, -1.164, 0.212, -0.389, -1.126, 0.779, 0.461, -0.095, -0.670, -0.300, 0.353, 0.344, 0.405, 0.457, 0.442, 0.309, 0.135, -0.279, 0.429, 0.363, -0.456, -0.670, -0.340, -0.662, -0.444, 0.553, 0.412, 0.408, 0.403, 0.496, -1.113, -0.516, 0.228, -0.721, -1.053, 0.078, -0.647, 0.177, -0.233, -1.324, -0.474, 0.601, -0.732, 0.403, 0.221, 0.392, 0.260, 0.345, 0.380, 0.412, 0.306, 0.382, 0.268, 0.578, 0.503, 0.489, 0.587],
  "s_squared": 6.01,
  "homo_ev": [-11.000, -11.339],
  "orbital_gap_ev": [8.40, 8.48],
  "max_force_ev_per_a": 2.6,
  "spin_multiplicity": 5,
  "e_lumo_ha": [-0.0957, -0.1050],
  "charge": 1,
  "e_above_lowest_kcal_mol": 27.18,
  "energy_ev": -124761.6242
}